1.
Here is a 2-piece molecular cluster, C3H7ClOPS2 overall from OMol25. Energies are from ωB97M-V/def2-TZVPD.

Output
* net charge: +1
* LUMO: -0.2285 hartree
* gap between HOMO and LUMO: 5.62 eV
* energy relative to the best compared isomer or geometry (same formula, charge and spin): 1.788 eV
* HOMO energy: -11.8 eV

CARTESIAN COORDINATES (ANGSTROEM)
1 C -1.8767 0.9269 1.2663
2 C -1.2121 0.5828 -0.1860
3 C -1.2612 0.0894 2.3874
4 O 0.1935 0.3668 -0.0976
5 P 1.1624 1.1030 1.0227
6 S 0.3513 -0.1381 2.6489
7 S 3.1574 -2.0583 -3.4751
8 Cl 2.7915 0.0715 0.6039
9 H -1.8099 1.9672 1.4116
10 H -2.9598 0.8723 1.1135
11 H -1.6823 -0.4427 -0.3240
12 H -1.3317 1.4348 -0.8069
13 H 3.6430 -1.2835 -4.6070
14 H -1.8263 -0.4545 3.1248
15 H 2.6610 -3.0376 -4.0823

Atoms 1-2, force components in eV/Å:
C 0.52 -1.55 -0.93
C -0.33 -1.74 3.28

***

2.
Here is C3H7ClOS as an isolated structure from OMol25. Energies are from ωB97M-V/def2-TZVPD.

Output
* net charge: 0
* LUMO: 0.0090 hartree
* gap between HOMO and LUMO: 8.66 eV
* energy relative to the best compared isomer or geometry (same formula, charge and spin): 2.561 eV
* HOMO energy: -8.4 eV

CARTESIAN COORDINATES (ANGSTROEM)
1 C -0.1837 1.2671 -0.4499
2 C -1.2815 0.5607 0.3210
3 C 1.2593 -0.9842 0.2047
4 H 0.7869 0.8174 -0.2468
5 H -0.3670 1.2171 -1.5277
6 H -0.1472 2.3210 -0.1519
7 H -2.2618 0.9955 0.1158
8 H -1.1049 0.5929 1.3988
9 H 0.5938 -2.7454 -0.0203
10 H 0.3206 -0.7863 0.7243
11 O 1.3825 -2.2348 -0.2441
12 S 2.3888 0.1507 0.0046
13 Cl -1.3858 -1.1716 -0.1285

Atoms 1-2, force components in eV/Å:
C -1.29 0.61 -0.32
C -0.23 0.96 -0.04

***

3.
Here is a 2-piece molecular cluster, C3H7ClOS overall from OMol25. Energies are from ωB97M-V/def2-TZVPD.

Output
* net charge: 0
* LUMO: -0.0235 hartree
* gap between HOMO and LUMO: 8.47 eV
* energy relative to the best compared isomer or geometry (same formula, charge and spin): 1.297 eV
* HOMO energy: -9.1 eV

CARTESIAN COORDINATES (ANGSTROEM)
1 C 0.7382 -0.7206 0.3454
2 C -0.5613 -1.3178 -0.2967
3 C -1.8487 -0.6301 -0.1949
4 O -0.3743 2.5335 0.1711
5 S -2.4809 0.2513 -1.4722
6 Cl -2.5798 -0.8334 1.3649
7 H 1.3049 -0.1977 -0.5420
8 H 1.4854 -1.4254 0.6881
9 H 0.4446 -0.0471 1.1169
10 H -0.6581 -2.2958 0.2614
11 H -0.2325 -1.3919 -1.4220
12 H -1.3157 2.5081 0.4730
13 H -0.3383 3.1739 -0.5843

Atoms 1-2, force components in eV/Å:
C 0.49 1.41 -2.70
C 2.55 -2.16 -1.18

***

4.
Here is a 2-piece molecular cluster, C3H7F2N overall from OMol25. Energies are from ωB97M-V/def2-TZVPD.

Output
* net charge: 0
* LUMO: 0.0374 hartree
* gap between HOMO and LUMO: 10.22 eV
* energy relative to the best compared isomer or geometry (same formula, charge and spin): 2.834 eV
* HOMO energy: -9.2 eV

CARTESIAN COORDINATES (ANGSTROEM)
1 C -1.6547 1.0628 -0.3990
2 C 1.5836 0.2955 0.0853
3 C -1.7859 -0.1262 0.1602
4 N 1.1555 -1.0905 0.0863
5 F -1.7609 -0.5181 1.4435
6 F -2.0623 -1.1251 -0.7620
7 H 1.5790 -1.6066 0.8590
8 H -2.1786 1.1172 -1.4080
9 H -1.1323 1.6977 0.3785
10 H 1.8688 0.6658 -0.9403
11 H 0.6310 0.7186 0.4511
12 H 2.3639 0.5569 0.7799
13 H 1.3930 -1.6481 -0.7345

Atoms 1-2, force components in eV/Å:
C -0.08 -0.10 1.85
C -1.36 0.49 -0.75

***

5.
Here is a 2-piece molecular cluster, C3H7F3N overall from OMol25. Energies are from ωB97M-V/def2-TZVPD.

Output
* net charge: +1
* LUMO: -0.2293 hartree
* gap between HOMO and LUMO: 9.90 eV
* energy relative to the best compared isomer or geometry (same formula, charge and spin): 0.689 eV
* HOMO energy: -16.1 eV

CARTESIAN COORDINATES (ANGSTROEM)
1 C 0.9590 0.7173 1.2608
2 C 0.9524 -0.4659 -0.9107
3 C 1.2290 0.6780 -0.1586
4 N -2.8413 -0.2890 -0.1159
5 F -3.3426 -1.4712 -0.0993
6 F -1.5364 -0.4714 0.4614
7 F -2.5085 0.0317 -1.3942
8 H 1.5344 1.4248 1.7150
9 H -0.0815 0.9650 1.3615
10 H 0.8861 -0.3102 1.6536
11 H 0.9128 -0.4095 -2.0465
12 H 0.2304 -1.1457 -0.4349
13 H 1.9373 -0.7701 -0.5552
14 H 1.6688 1.5162 -0.7369

Atoms 1-2, force components in eV/Å:
C -0.64 -2.05 -1.54
C -1.78 -0.25 -1.80

***

6.
Here is a 2-piece molecular cluster, C3H7F6N4O overall from OMol25. Energies are from ωB97M-V/def2-TZVPD.

Output
* expectation value of S²: 2.01
* 2S+1: 3
* net charge: +1
* LUMO (alpha / beta): -0.1374 / -0.3442 hartree
* gap between HOMO and LUMO (alpha / beta): 6.24 / 4.97 eV
* energy relative to the best compared isomer or geometry (same formula, charge and spin): 0.000 eV
* HOMO energy (alpha / beta): -10.0 / -14.3 eV

CARTESIAN COORDINATES (ANGSTROEM)
1 C -2.5182 0.4013 0.9521
2 C 1.1347 -0.2549 0.4116
3 C -0.2792 0.1980 0.0919
4 N 1.9379 0.9993 0.1058
5 N 0.4080 0.4661 -2.5129
6 N -0.4426 0.5821 -1.1898
7 N 1.3049 -0.7297 1.7067
8 O -1.0941 0.1350 1.0339
9 F 3.2312 0.6479 0.1458
10 F 1.6987 1.8713 1.1479
11 F 1.3232 -0.4367 -2.3824
12 F 1.0190 1.6409 -2.6319
13 F -1.6586 0.8567 -1.8582
14 F -0.6274 -2.1393 -1.0853
15 H -3.0948 0.2454 1.8568
16 H -2.9818 -0.1031 0.1641
17 H -2.4871 1.4669 0.6725
18 H 1.4284 -0.9295 -0.3749
19 H 1.3037 -0.2550 2.5112
20 H 0.9489 -1.6362 1.9671
21 H -0.5550 -3.0264 -0.7319

Atoms 1-2, force components in eV/Å:
C 0.88 2.66 -0.53
C -1.03 1.27 -0.77

***

7.
Here is an isolated ion of composition C3H7FN3 and charge -1 from OMol25. Energies are from ωB97M-V/def2-TZVPD.

Output
* net charge: -1
* LUMO: 0.1613 hartree
* gap between HOMO and LUMO: 6.34 eV
* energy relative to the best compared isomer or geometry (same formula, charge and spin): 1.207 eV
* HOMO energy: -2.0 eV

CARTESIAN COORDINATES (ANGSTROEM)
1 C 0.0835 -3.8731 2.9856
2 H -0.8338 -4.7059 4.6938
3 F 0.4160 -2.4896 2.4310
4 C -0.7166 -3.6930 4.2737
5 H 1.1038 -4.2157 3.2339
6 C -0.6346 -4.6772 1.9043
7 N -1.7795 -5.1426 1.8812
8 N -2.0631 -3.1765 4.0643
9 H -2.4941 -3.8602 3.4209
10 H -1.9859 -2.3077 3.5335
11 N 0.0579 -2.8906 5.2107
12 H -0.5530 -2.6279 5.9796
13 H 0.3289 -2.0272 4.7407
14 H 0.3869 -5.2598 1.6703

Atoms 1-2, force components in eV/Å:
C -0.54 2.74 0.42
H 0.10 0.23 -0.14

***

8.
Here is a 2-piece molecular cluster, C3H7FN3 overall from OMol25. Energies are from ωB97M-V/def2-TZVPD.

Output
* net charge: +1
* LUMO: -0.1862 hartree
* gap between HOMO and LUMO: 8.18 eV
* energy relative to the best compared isomer or geometry (same formula, charge and spin): 4.065 eV
* HOMO energy: -13.2 eV

CARTESIAN COORDINATES (ANGSTROEM)
1 C -1.9095 -0.3003 0.6408
2 C 2.7015 1.6270 -0.6896
3 C 1.9581 0.6354 -1.2357
4 N -0.7292 -0.8864 0.5410
5 N 0.2943 -1.2607 0.9584
6 N -2.9869 -0.9194 1.0043
7 F 0.6051 0.6775 -1.2420
8 H -1.9409 0.6713 0.0776
9 H 2.2472 2.4382 -0.0231
10 H 0.8125 -1.7200 0.2862
11 H 3.7369 1.5158 -0.5428
12 H 2.2907 -0.0867 -1.9454
13 H -3.9638 -0.4354 0.8697
14 H -3.1161 -1.9564 1.3006

Atoms 1-2, force components in eV/Å:
C 2.40 0.45 -1.13
C -2.90 -0.60 1.45